C70H69N9O2PtS3Te as an isolated structure. Source: the Open Molecules 2025 dataset; level of theory: ωB97M-V/def2-TZVPD.

**2S+1**: 2
**HOMO energy (alpha / beta)**: -7.8 / -8.9 eV
**Charge**: +1
**Orbital gap (alpha / beta)**: 5.433 / 6.525 eV

```
155
Properties=species:S:1:pos:R:3:forces:R:3
Pt 0.12267 0.00452 -0.61167 0.04 0.09 -0.12
N 0.07377 -2.13433 -0.87529 0.26 0.03 0.22
S 0.40630 -3.34374 -0.13485 -0.29 -0.02 -0.17
N -0.93124 -4.31478 0.16154 0.03 0.04 -0.10
S -1.87175 -3.98570 1.32758 -0.03 0.01 0.11
N -2.08780 -2.55981 1.88076 -0.06 -0.04 -0.01
S -2.38006 -1.14498 1.10727 -0.01 0.12 0.00
N -1.28694 -0.20827 0.83943 0.02 -0.06 0.03
C -3.47524 -0.39794 2.28981 0.03 0.02 0.01
C -4.17203 0.72034 1.85074 -0.02 -0.04 -0.02
C -4.98319 1.39946 2.74287 0.00 -0.01 -0.01
C -5.08218 0.96662 4.05987 -0.01 -0.01 -0.01
C -4.37190 -0.14508 4.48723 -0.01 -0.01 0.00
C -3.56147 -0.83959 3.59917 -0.04 0.00 0.02
C -3.49847 -1.59823 -0.22542 0.01 -0.04 -0.01
C -3.02267 -1.62450 -1.52688 0.01 0.01 0.02
C -3.87903 -2.01304 -2.54877 -0.01 -0.01 0.00
C -5.19019 -2.36472 -2.26643 0.00 0.00 -0.01
C -5.65687 -2.33280 -0.95819 0.00 0.00 0.01
C -4.81231 -1.94984 0.06988 0.01 -0.01 0.00
C -3.40339 -4.73963 0.85356 0.01 -0.03 0.01
C -4.40893 -4.77981 1.81170 -0.01 0.01 0.01
C -5.62521 -5.34330 1.47145 0.00 0.00 -0.01
C -5.81983 -5.85142 0.19082 0.00 0.00 0.00
C -4.80465 -5.79759 -0.75213 0.01 0.00 -0.01
C -3.57615 -5.23894 -0.42535 0.01 0.02 -0.01
C -1.39959 -4.88875 2.78169 -0.01 -0.02 0.02
C -1.19075 -4.26394 3.99749 0.01 0.00 0.00
C -0.77984 -5.03626 5.07590 -0.01 -0.02 0.00
C -0.59159 -6.40095 4.92603 -0.01 0.00 0.00
C -0.80600 -7.01256 3.69492 0.01 0.01 0.01
C -1.20936 -6.25569 2.61065 -0.03 0.02 -0.01
C 1.34642 -4.54048 -1.05810 -0.06 -0.02 -0.02
C 1.20024 -5.91383 -0.89627 0.05 0.02 0.02
C 1.98010 -6.76373 -1.66332 -0.02 0.00 -0.03
C 2.87338 -6.24071 -2.59128 -0.02 0.00 0.00
C 2.99072 -4.86869 -2.75572 -0.01 -0.02 0.00
C 2.22680 -4.00579 -1.98343 0.01 0.06 -0.05
C 1.16413 -3.30364 1.50212 0.09 0.05 -0.13
C 1.90151 -4.38322 1.97001 0.05 0.03 0.04
C 2.41747 -4.34023 3.25631 0.00 -0.01 -0.02
C 2.20585 -3.22722 4.05853 -0.02 0.01 0.00
C 1.46954 -2.15548 3.57593 0.04 0.03 0.03
C 0.93879 -2.18924 2.29533 0.05 0.12 -0.08
H -4.08232 1.05038 0.82288 -0.02 -0.03 0.03
H -5.53365 2.26971 2.41195 0.00 0.00 0.00
H -5.71372 1.50252 4.75588 0.00 0.00 0.00
H -4.44535 -0.47527 5.51470 0.00 0.00 0.00
H -3.00948 -1.71092 3.91798 0.00 0.00 0.01
H -1.99275 -1.37505 -1.74015 0.03 0.01 0.00
H -3.51882 -2.03798 -3.56930 0.00 0.01 0.00
H -5.85448 -2.65843 -3.06877 0.00 0.00 0.00
H -6.68144 -2.60116 -0.73742 0.00 0.00 0.00
H -5.17574 -1.91985 1.08849 0.00 0.00 0.01
H -4.24094 -4.37638 2.80351 0.00 -0.01 0.00
H -6.42075 -5.38982 2.20276 0.00 0.00 0.00
H -6.77171 -6.29522 -0.06963 0.00 0.00 0.00
H -4.96450 -6.19118 -1.74700 0.00 0.00 0.00
H -2.76690 -5.18115 -1.13994 0.00 0.00 0.00
H -1.31638 -3.19549 4.08755 0.01 0.00 0.00
H -0.60073 -4.56355 6.03218 0.00 0.00 0.00
H -0.27333 -6.99587 5.77173 0.00 0.00 0.00
H -0.65714 -8.07784 3.58248 0.00 0.00 0.00
H -1.37999 -6.71665 1.64508 0.00 0.00 0.00
H 0.48886 -6.30846 -0.18498 -0.02 0.00 0.01
H 1.88194 -7.83473 -1.54549 0.00 0.00 0.00
H 3.47584 -6.90945 -3.19212 0.00 0.00 0.00
H 3.68342 -4.46574 -3.48250 0.00 0.00 0.00
H 2.30828 -2.93042 -2.07145 -0.01 -0.08 0.02
H 2.10598 -5.23718 1.34204 -0.02 -0.02 -0.01
H 3.00216 -5.17370 3.62269 0.00 0.00 0.00
H 2.62465 -3.19291 5.05603 0.00 0.00 0.00
H 1.31296 -1.27431 4.18622 0.00 0.00 0.00
H 0.38117 -1.34074 1.92554 0.04 -0.01 -0.01
C 3.93713 -0.20094 1.30542 -0.09 0.02 -0.03
C 2.78294 -0.62083 0.38379 -0.13 0.17 0.23
O 2.86723 -1.69507 -0.25059 0.10 -0.23 0.20
N 1.84047 0.29841 0.40339 0.00 0.00 0.33
Te 0.90989 2.30933 2.39117 0.19 0.01 -0.05
C 0.11305 3.85204 3.64716 -0.01 -0.08 0.04
C -0.87784 3.53916 4.58938 -0.01 -0.04 -0.01
C -1.51988 2.17828 4.74181 -0.03 0.03 0.01
C -1.34610 4.53553 5.44708 -0.02 0.00 -0.03
C -0.86631 5.83155 5.39961 0.01 0.00 0.01
C -1.37622 6.89307 6.33472 0.00 0.00 0.00
C 0.12747 6.12234 4.47181 0.00 -0.01 -0.01
C 0.63109 5.16103 3.60694 0.08 -0.04 -0.01
C 1.72645 5.56499 2.65898 0.01 0.01 0.00
C 0.18676 3.11536 0.41025 -0.10 0.00 -0.19
C -1.00425 3.98483 0.69658 -0.06 -0.03 -0.09
C -2.17888 3.37553 1.40137 -0.02 -0.03 -0.02
C -1.09601 5.24519 0.18281 0.04 0.07 0.11
C -0.09788 5.82628 -0.62001 -0.02 -0.02 -0.01
C -0.25174 7.19747 -1.20044 0.01 0.01 0.01
C 1.07680 5.07740 -0.83984 0.02 0.06 0.09
C 1.28801 3.83113 -0.33306 -0.04 -0.05 0.02
C 2.60727 3.16229 -0.56012 -0.06 -0.03 -0.04
H 4.72841 -0.93838 1.18672 0.00 0.01 0.01
H 3.60708 -0.17718 2.34353 -0.01 -0.02 0.02
H 4.30811 0.79108 1.05296 0.00 0.02 -0.01
H -1.04546 1.41173 4.13399 0.01 -0.01 -0.01
H -2.57379 2.22347 4.44918 0.04 0.01 0.03
H -1.48893 1.86300 5.78668 0.00 0.00 0.00
H -2.11353 4.28069 6.17204 0.01 0.00 0.00
H -2.21758 6.53073 6.92427 0.00 0.00 0.00
H -1.70097 7.77739 5.78453 0.00 0.00 0.00
H -0.59301 7.21010 7.02583 0.00 0.00 0.00
H 0.53189 7.12863 4.42736 0.00 -0.01 0.00
H 2.15872 6.51933 2.95965 -0.01 0.00 0.00
H 1.34628 5.67444 1.64358 0.00 -0.01 0.01
H 2.51957 4.81639 2.62985 0.00 0.01 -0.01
H -1.92451 3.01128 2.39644 -0.02 0.02 -0.12
H -2.54730 2.51294 0.84015 0.05 0.08 0.03
H -2.98604 4.10246 1.49590 -0.01 0.01 0.01
H -1.99048 5.82233 0.39687 -0.01 -0.01 -0.01
H -1.24269 7.60387 -1.00167 0.00 0.00 0.00
H -0.09890 7.18797 -2.28224 0.00 0.00 0.00
H 0.48386 7.89041 -0.78239 0.00 0.00 0.00
H 1.88193 5.53861 -1.40406 -0.01 -0.01 -0.01
H 3.28130 3.83546 -1.08874 0.00 0.00 0.00
H 2.50469 2.24084 -1.13439 0.00 -0.04 -0.01
H 3.06258 2.87869 0.39048 0.01 -0.01 0.02
C -0.44265 -5.85282 -4.42107 0.02 -0.01 0.02
C -0.26754 -4.54713 -5.14429 0.00 -0.01 0.00
C 0.47545 -4.45713 -6.31595 0.01 0.00 0.03
C 0.60038 -3.25827 -6.99842 0.02 0.01 0.04
C -0.03668 -2.11094 -6.53662 0.02 0.02 0.00
N 0.10718 -0.93219 -7.31042 -0.01 -0.05 -0.08
C -0.29962 0.35362 -7.02995 0.02 -0.05 0.09
O -0.67766 1.11825 -7.88805 -0.01 -0.03 0.00
N -0.25472 0.73148 -5.69431 -0.08 0.20 -0.04
C 0.68829 0.36592 -4.72831 0.05 -0.09 0.09
C 1.92919 -0.19663 -5.00813 0.06 0.11 -0.01
C 2.76946 -0.49531 -3.95262 -0.03 0.04 -0.07
C 2.36194 -0.28042 -2.64898 0.15 0.19 0.04
N 1.15099 0.22314 -2.38871 -0.19 -0.25 0.01
C 0.34153 0.55408 -3.40078 -0.02 0.00 -0.02
C -0.78763 -2.18818 -5.36646 -0.03 -0.03 -0.04
C -0.88174 -3.38958 -4.68169 -0.02 0.02 0.01
H 0.34039 -6.56254 -4.68580 0.01 0.00 0.01
H -1.40174 -6.31025 -4.67588 0.00 0.00 0.00
H -0.41810 -5.70714 -3.33984 0.02 0.00 0.02
H 0.97337 -5.33829 -6.70294 0.00 0.00 0.00
H 1.19484 -3.21071 -7.90343 0.00 0.00 0.00
H 0.18963 -1.07691 -8.30566 -0.05 -0.01 0.00
H -0.77842 1.57592 -5.51858 0.08 0.05 -0.05
H 2.23622 -0.37882 -6.02834 -0.01 0.01 0.00
H 3.75150 -0.90925 -4.13334 0.00 0.00 0.01
H 2.98079 -0.53998 -1.80334 -0.11 -0.04 -0.23
H -0.61097 0.99286 -3.12136 -0.02 -0.06 -0.02
H -1.30840 -1.32009 -4.98989 -0.01 0.01 -0.02
H -1.45065 -3.42034 -3.75769 0.01 -0.02 -0.01
N -1.21912 2.16571 -1.37543 -0.06 0.03 -0.12
C -0.31597 1.96184 -0.51710 0.15 -0.05 0.04
H -1.56876 3.12877 -1.37312 -0.01 -0.02 0.00
```
Forces are in eV/Å.

Mulliken population analysis, charges in e, atoms 1 to 99:
1 Pt 2.785
2 N -0.980
3 S 0.967
4 N 0.211
5 S 0.957
6 N 0.168
7 S 1.247
8 N -0.054
9 C 0.019
10 C -0.595
11 C -0.814
12 C -0.788
13 C -0.757
14 C -0.625
15 C 0.161
16 C 0.495
17 C -0.634
18 C -1.106
19 C -1.112
20 C -0.262
21 C 0.512
22 C -0.725
23 C -0.739
24 C -0.658
25 C -0.766
26 C -0.394
27 C 0.745
28 C 0.131
29 C -1.055
30 C -0.663
31 C -0.881
32 C -1.180
33 C -0.220
34 C -0.082
35 C -0.795
36 C -0.939
37 C -0.681
38 C -0.089
39 C 1.809
40 C -0.986
41 C -1.046
42 C -1.117
43 C -1.292
44 C 1.011
45 H 0.716
46 H 0.439
47 H 0.417
48 H 0.494
49 H 0.373
50 H -0.071
51 H 0.457
52 H 0.478
53 H 0.471
54 H 0.566
55 H 0.440
56 H 0.455
57 H 0.448
58 H 0.497
59 H 0.643
60 H 0.476
61 H 0.510
62 H 0.432
63 H 0.474
64 H 0.291
65 H 0.254
66 H 0.443
67 H 0.444
68 H 0.511
69 H -0.006
70 H 0.471
71 H 0.474
72 H 0.447
73 H 0.582
74 H -0.647
75 C -1.838
76 C 0.257
77 O -0.443
78 N 0.124
79 Te 0.611
80 C -0.211
81 C 1.296
82 C -1.739
83 C -0.949
84 C 0.772
85 C -1.596
86 C -0.946
87 C 0.936
88 C -1.387
89 C 3.592
90 C -0.414
91 C -0.105
92 C -0.833
93 C 0.261
94 C -1.664
95 C -1.376
96 C 0.948
97 C -0.785
98 H 0.443
99 H 0.226


A 2-piece molecular cluster, C4H4ClO3 overall in a non-equilibrium geometry. Source: the Open Molecules 2025 dataset; level of theory: ωB97M-V/def2-TZVPD.

**2S+1**: 1
**HOMO energy**: -3.6 eV
**Charge**: -1
**Orbital gap**: 7.459 eV

```
12
Properties=species:S:1:pos:R:3:forces:R:3
C -1.51052 1.55142 0.04936 1.91 -1.59 0.13
C 0.40377 -0.98376 -0.08900 0.06 2.11 1.24
C -0.91687 -0.50442 0.31921 0.19 1.30 0.30
C 1.50915 0.02036 -0.15720 0.26 0.45 2.60
O -1.32735 2.17411 1.03545 -0.48 0.57 1.05
O -1.63836 1.52486 -1.12547 -0.85 0.24 -1.11
O -0.08358 -1.26631 1.19347 -0.25 -0.26 1.24
Cl -2.17569 -1.56246 -0.29418 -1.39 -0.90 -0.62
H 0.43804 -1.79403 -0.72822 0.27 -1.73 -1.37
H 1.63287 0.62464 0.81857 -1.16 -0.62 -1.37
H 1.18776 0.67595 -0.94623 1.05 0.50 -0.69
H 2.48078 -0.46038 -0.07576 0.39 -0.06 -1.40
```
Forces are in eV/Å.

Just the natural (NBO) charges please, in e? Sure, here they are:
1 C 0.962
2 C -0.024
3 C -0.083
4 C -0.659
5 O -0.645
6 O -0.652
7 O -0.538
8 Cl -0.167
9 H 0.157
10 H 0.220
11 H 0.231
12 H 0.197


A 2-piece molecular cluster, C8H10 overall in a non-equilibrium geometry. Source: the Open Molecules 2025 dataset; level of theory: ωB97M-V/def2-TZVPD.

**2S+1**: 1
**HOMO energy**: -9.4 eV
**SMILES string**: c1ccccc1.C=C
**Orbital gap**: 10.332 eV

```
18
Properties=species:S:1:pos:R:3:forces:R:3
C -0.39238 -0.58727 1.68357 -1.57 -7.15 0.86
C -0.42345 0.68501 1.49752 -2.05 5.17 -2.31
C 0.25973 1.54239 2.30880 1.78 2.39 -0.36
C 1.22562 1.14581 3.15042 0.34 -1.35 1.44
C 1.35451 -0.27030 3.21940 1.74 0.31 4.79
C 0.56283 -1.19555 2.61416 -0.70 -1.18 -1.93
H -1.35879 -1.12000 1.28855 2.52 0.20 0.29
H -1.08054 1.16952 0.70137 0.57 -0.92 1.31
H 0.23278 2.59433 2.21838 -0.85 1.12 -0.51
H 1.75568 1.86189 3.86886 -0.70 -1.34 -1.30
H 1.87082 -0.53690 4.22662 -0.06 -0.31 -2.26
H 0.78362 -2.37367 2.71235 -1.02 3.06 -0.03
C -1.26878 -0.22047 -5.38433 -0.07 0.23 5.08
C -0.38009 -0.78001 -4.50291 -3.38 0.90 -0.97
H -2.24376 0.31252 -4.95079 2.16 -1.48 -1.67
H -0.77460 -0.11876 -6.28228 -0.25 0.80 -2.53
H -0.66160 -1.00216 -3.48954 0.20 0.11 0.38
H 0.53840 -1.10638 -4.88017 1.33 -0.56 -0.28
```
Forces are in eV/Å.

Just the natural (NBO) charges please, in e? Sure, here they are:
1 C -0.200
2 C -0.239
3 C -0.209
4 C -0.210
5 C -0.228
6 C -0.223
7 H 0.218
8 H 0.215
9 H 0.206
10 H 0.224
11 H 0.208
12 H 0.238
13 C -0.409
14 C -0.373
15 H 0.214
16 H 0.195
17 H 0.188
18 H 0.185


A 2-piece molecular cluster, C2H4FN overall in a non-equilibrium geometry. Source: the Open Molecules 2025 dataset; level of theory: ωB97M-V/def2-TZVPD.

**2S+1**: 1
**HOMO energy (alpha / beta)**: -9.1 / -9.8 eV
**Orbital gap (alpha / beta)**: 8.092 / 9.835 eV

```
8
Properties=species:S:1:pos:R:3:forces:R:3
C 1.07717 0.21513 0.06490 0.48 -0.86 0.54
C -1.70496 -0.46053 0.08507 0.91 0.13 0.10
N 1.59921 0.89696 -0.80152 -1.40 -0.29 0.57
F 1.67285 -0.46840 1.15222 -0.83 1.05 -1.35
H -2.24012 0.48863 0.01751 0.34 -0.32 0.21
H -1.16941 -0.75523 1.00373 -0.74 0.09 -0.68
H -1.77709 -1.12327 -0.78219 0.19 0.16 0.54
H 2.54234 1.20670 -0.73971 1.06 0.05 0.07
```
Forces are in eV/Å.

Just the natural (NBO) charges please, in e? Sure, here they are:
1 C 0.664
2 C -0.494
3 N -0.734
4 F -0.370
5 H 0.179
6 H 0.192
7 H 0.180
8 H 0.384